# 1
Here is 2 unconnected molecules or ions with the total composition C27H31N5O4 at a distorted geometry from the Open Molecules 2025 dataset. Energies are from ωB97M-V with the def2-TZVPD basis set.

CARTESIAN COORDINATES (ANGSTROEM)
O1 0.026 -4.187 0.519
C1 0.228 -3.235 -0.234
C2 1.618 -2.882 -0.525
C3 2.675 -3.419 0.178
N1 4.014 -3.085 -0.066
C4 5.052 -3.732 0.778
C5 6.359 -3.946 0.000
C6 6.819 -2.637 -0.573
C7 8.041 -2.087 -0.795
N2 7.786 -0.831 -1.327
N3 6.452 -0.566 -1.444
C8 5.853 -1.646 -0.997
C9 4.369 -1.895 -0.895
C10 -0.921 -2.542 -0.868
C11 -0.759 -1.300 -1.521
C12 -1.838 -0.667 -2.143
C13 -3.107 -1.245 -2.112
C14 -3.288 -2.464 -1.459
C15 -2.214 -3.109 -0.846
O2 -2.451 -4.302 -0.231
H1 1.811 -2.189 -1.329
H2 2.449 -4.142 0.961
H3 4.699 -4.704 1.136
H4 5.248 -3.106 1.655
H5 7.127 -4.369 0.654
H6 6.178 -4.654 -0.815
H7 9.009 -2.537 -0.594
H8 8.517 -0.170 -1.597
H9 3.990 -2.030 -1.912
H10 3.902 -0.999 -0.475
H11 0.205 -0.802 -1.560
H12 -1.698 0.280 -2.658
H13 -3.942 -0.746 -2.597
H14 -4.267 -2.931 -1.427
H15 -1.604 -4.569 0.200
C16 -3.372 5.321 -2.953
N4 -3.012 4.537 -1.774
C17 -3.144 3.211 -1.677
O3 -3.569 2.534 -2.610
C18 -2.727 2.493 -0.377
C19 -3.929 2.298 0.560
C20 -3.625 1.462 1.787
C21 -3.481 0.067 1.662
C22 -3.183 -0.715 2.791
C23 -3.030 -0.105 4.048
C24 -3.171 1.289 4.176
C25 -3.468 2.072 3.046
N5 -1.574 3.031 0.375
C26 -1.444 4.236 0.934
C27 -0.179 4.469 1.724
O4 -2.279 5.126 0.850
H16 -4.448 5.252 -3.120
H17 -3.095 6.366 -2.807
H18 -2.855 4.926 -3.830
H19 -2.716 5.033 -0.939
H20 -2.437 1.495 -0.696
H21 -4.305 3.274 0.870
H22 -4.727 1.807 0.001
H23 -3.598 -0.406 0.698
H24 -3.072 -1.786 2.689
H25 -2.803 -0.708 4.916
H26 -3.054 1.756 5.143
H27 -3.576 3.143 3.145
H28 -0.824 2.382 0.549
H29 -0.227 5.457 2.181
H30 0.680 4.414 1.057
H31 -0.098 3.714 2.503

The HOMO-LUMO gap is 8.41 eV. The value obtained for the HOMO energy is -8.303 eV. The SMILES is O=C(/C=C/N1CCc2c[nH]nc2C1)c1ccccc1O.CNC(=O)[C@H](Cc1ccccc1)NC(C)=O. Its total energy is -1622.23927 Eh.

# 2
Here is a molecular structure, C27H32Br3F10IO10PS2 at a distorted geometry from the Open Molecules 2025 dataset. Energies are from ωB97M-V with the def2-TZVPD basis set.

CARTESIAN COORDINATES (ANGSTROEM)
C1 3.082 2.282 1.595
C2 2.375 1.590 0.558
C3 1.026 0.663 0.656
C4 0.864 0.145 -0.869
C5 -0.542 -0.201 -1.496
C6 -0.550 -1.311 -2.676
F1 0.369 -2.368 -2.540
Br1 -2.374 -2.182 -2.627
C7 -0.415 -0.726 -4.157
F2 -0.824 -1.799 -5.042
F3 -1.325 0.336 -4.459
Br2 1.461 -0.328 -4.715
C8 -0.109 1.759 1.055
C9 -1.605 1.210 1.173
C10 -2.611 1.636 2.292
C11 -4.127 1.464 1.691
C12 -5.053 0.538 2.664
C13 -5.060 -1.001 2.132
O1 -4.491 -1.898 3.124
C14 -4.386 -3.231 2.596
C15 -5.040 -4.513 3.301
O2 -3.729 -3.459 1.543
C16 -0.143 3.136 0.240
F4 0.873 4.112 0.592
F5 -1.229 3.871 0.921
C17 -0.518 3.419 -1.241
F6 -0.800 4.862 -1.228
F7 -1.802 2.987 -1.722
C18 0.601 3.436 -2.408
F8 0.390 2.407 -3.384
F9 1.927 3.387 -1.959
F10 0.543 4.625 -3.210
O3 0.131 2.418 2.366
S1 0.470 1.514 3.638
O4 1.699 2.090 4.339
O5 -0.610 1.730 4.699
C19 0.663 -0.315 3.189
Br3 1.828 -0.745 4.794
P1 -0.917 -1.174 3.760
S2 -0.802 -3.128 4.053
C20 1.260 -0.595 1.715
C21 0.568 -1.870 0.970
O6 -0.660 -2.184 0.926
O7 1.310 -2.772 0.180
C22 2.795 -1.062 1.867
I1 4.117 -1.044 0.053
C23 3.264 -2.433 2.482
C24 2.360 -3.605 3.021
H1 4.046 1.803 2.021
H2 2.832 3.319 2.023
H3 2.960 1.650 -0.439
H4 1.571 -0.695 -1.175
H5 1.264 1.019 -1.522
H6 -0.945 0.737 -2.037
H7 -1.379 -0.537 -0.808
H8 -1.516 0.066 1.203
H9 -2.118 1.401 0.151
H10 -2.588 2.735 2.646
H11 -2.634 1.040 3.266
H12 -4.593 2.506 1.525
H13 -4.146 0.944 0.677
H14 -4.746 0.626 3.757
H15 -6.132 0.906 2.470
H16 -4.544 -1.103 1.104
H17 -6.153 -1.333 1.945
H18 -4.451 -4.801 4.239
H19 -6.128 -4.362 3.609
H20 -5.018 -5.432 2.607
H21 -1.298 -0.708 5.080
H22 -2.078 -1.030 2.948
H23 3.320 -0.210 2.456
H24 3.910 -2.165 3.418
H25 4.065 -3.001 1.864
H26 2.003 -3.489 4.116
H27 1.446 -3.922 2.431
H28 3.004 -4.572 3.085
C25 4.353 1.464 -7.170
C26 4.188 0.964 -8.573
O8 5.117 -0.109 -8.642
C27 5.322 -0.544 -7.368
O9 5.918 -1.541 -7.084
O10 4.760 0.302 -6.461
H29 3.426 1.865 -6.758
H30 5.137 2.223 -7.085
H31 3.184 0.576 -8.764
H32 4.420 1.727 -9.318

The HOMO-LUMO gap is 6.50 eV. As for the charge: -1. The value obtained for the HOMO energy is -5.134 eV. Its total energy is -11956.08987 Eh.

# 3
Here is a molecular structure, C27H32Cl2N2O4Y at a distorted geometry from the Open Molecules 2025 dataset. Energies are from ωB97M-V with the def2-TZVPD basis set.

CARTESIAN COORDINATES (ANGSTROEM)
Y1 0.107 -0.342 0.052
Cl1 1.420 -2.472 -0.259
N1 0.131 -0.038 -2.257
N2 1.280 0.073 2.014
C1 0.252 0.989 -3.078
C2 1.763 1.143 2.620
C3 -0.735 -1.056 -2.927
C4 -1.516 -0.176 -3.886
C5 -1.656 -1.714 -1.943
C6 0.112 -2.138 -3.570
H1 -2.251 -0.949 -1.437
H2 -1.071 -2.291 -1.209
H3 -2.342 -2.400 -2.440
H4 0.769 -1.727 -4.341
H5 -0.534 -2.901 -4.014
H6 0.726 -2.611 -2.798
C7 0.904 -0.916 3.071
C8 0.689 0.003 4.259
C9 1.998 -1.954 3.237
C10 -0.364 -1.638 2.725
H7 -1.161 -0.913 2.544
H8 -0.671 -2.293 3.542
H9 -0.203 -2.257 1.830
H10 2.939 -1.498 3.552
H11 2.150 -2.461 2.280
H12 1.691 -2.699 3.978
O1 1.499 1.204 3.923
H13 1.004 -0.389 5.231
H14 -0.356 0.346 4.310
O2 -0.635 1.010 -4.069
H15 -2.437 0.202 -3.416
H16 -1.745 -0.614 -4.862
C11 1.310 2.043 -2.976
C12 2.588 2.209 1.967
C13 2.055 2.890 0.709
H17 3.549 1.704 1.740
H18 2.775 2.940 2.763
C14 1.878 2.187 -0.489
C15 1.445 2.812 -1.666
H19 2.261 1.174 -0.552
C16 1.287 4.201 -1.668
C17 1.502 4.911 -0.483
C18 0.998 4.963 -2.939
C19 1.896 4.279 0.700
H20 1.430 6.003 -0.500
C20 2.242 5.124 1.902
H21 2.048 6.173 1.632
H22 3.312 5.015 2.154
H23 1.639 4.854 2.785
H24 1.820 4.826 -3.665
H25 0.937 6.031 -2.676
H26 0.053 4.643 -3.407
H27 1.113 2.718 -3.818
H28 2.250 1.498 -3.190
Cl2 -2.572 -7.058 0.051
C21 -2.831 -5.394 0.372
C22 -2.420 -4.851 1.596
C23 -2.618 -3.484 1.832
C24 -3.097 -2.670 0.815
C25 -3.642 -3.232 -0.337
C26 -3.482 -4.603 -0.584
C27 -3.092 -1.149 0.898
O3 -4.123 -0.560 1.148
O4 -1.916 -0.549 0.640
H29 -1.949 -5.481 2.338
H30 -2.404 -3.056 2.806
H31 -4.166 -2.593 -1.045
H32 -3.830 -5.041 -1.510

The HOMO-LUMO gap (alpha / beta) is 3.99 / 2.23 eV. As for the charge: -1. The value obtained for the HOMO energy (alpha / beta) is -1.669 / 0.071 eV. Its total energy is -2417.32957 Eh.

# 4
Here is a molecular structure, C27H32Cl2N2O4Yb at a distorted geometry from the Open Molecules 2025 dataset. Energies are from ωB97M-V with the def2-TZVPD basis set.

CARTESIAN COORDINATES (ANGSTROEM)
Yb1 -0.474 0.138 1.291
Cl1 -2.862 0.252 1.891
N1 0.138 2.231 0.076
N2 -0.238 -2.257 0.483
C1 -0.826 2.921 -0.492
C2 -0.832 -2.981 -0.432
C3 1.166 3.219 0.523
C4 0.399 4.546 0.460
C5 2.351 3.266 -0.433
C6 1.648 2.875 1.915
H1 2.025 3.527 -1.450
H2 2.865 2.298 -0.468
H3 3.056 4.036 -0.087
H4 0.795 2.768 2.597
H5 2.309 3.674 2.281
H6 2.205 1.928 1.904
C7 0.722 -3.153 1.201
C8 0.594 -4.480 0.453
C9 0.312 -3.287 2.661
C10 2.141 -2.621 1.091
H7 2.417 -2.529 0.034
H8 2.824 -3.333 1.573
H9 2.246 -1.644 1.578
H10 -0.766 -3.476 2.737
H11 0.548 -2.361 3.199
H12 0.856 -4.128 3.115
O1 -0.402 -4.239 -0.571
H13 0.222 -5.313 1.063
H14 1.519 -4.782 -0.053
O2 -0.761 4.249 -0.371
H15 0.942 5.365 -0.026
H16 0.029 4.865 1.444
C11 -1.975 2.366 -1.277
C12 -1.928 -2.557 -1.359
C13 -1.508 -1.297 -2.047
H17 -2.811 -2.356 -0.727
H18 -2.136 -3.381 -2.048
C14 -1.864 -0.100 -1.443
C15 -1.552 1.125 -2.011
H19 -2.413 -0.130 -0.481
C16 -0.871 1.162 -3.233
C17 -0.492 -0.045 -3.830
C18 -0.528 2.469 -3.878
C19 -0.802 -1.279 -3.256
H20 0.057 -0.018 -4.775
C20 -0.373 -2.569 -3.892
H21 0.089 -2.369 -4.864
H22 -1.218 -3.252 -4.045
H23 0.365 -3.098 -3.269
H24 -1.393 3.142 -3.925
H25 -0.171 2.289 -4.897
H26 0.271 2.996 -3.335
H27 -2.348 3.162 -1.934
H28 -2.745 2.099 -0.537
Cl2 3.435 -0.187 9.279
C21 2.561 -0.044 7.816
C22 3.064 -0.643 6.645
C23 2.368 -0.479 5.442
C24 1.189 0.278 5.393
C25 0.688 0.847 6.568
C26 1.366 0.697 7.786
C27 0.495 0.512 4.072
O3 -0.344 1.434 3.943
O4 0.872 -0.256 3.092
H29 3.992 -1.212 6.683
H30 2.744 -0.928 4.525
H31 -0.231 1.427 6.525
H32 0.992 1.156 8.701

The HOMO-LUMO gap (alpha / beta) is 2.48 / 5.81 eV. As for the charge: -1. The value obtained for the HOMO energy (alpha / beta) is -0.051 / -3.387 eV. The multiplicity is 2. Its total energy is -3537.79987 Eh.